Computed, not measured: the molecule C23H29N3O3, with ωB97M-V/def2-TZVPD.

XYZ file:
```
58
Properties=species:S:1:pos:R:3:forces:R:3:lowdin_charge:R:1
C 1.8095 7.3609 -2.0526 -0.1 -0.2 0.4 -0.06
C 1.2760 7.3092 -0.6239 -0.1 0.3 -0.3 -0.25
O 1.7223 6.1681 0.0819 0.1 -0.3 0.1 -0.05
C 1.1679 4.9544 -0.1594 0.0 -0.2 0.1 -0.26
C 0.0799 4.7072 -0.9930 0.1 0.4 0.0 -0.02
C -0.4010 3.4192 -1.1467 0.1 -0.3 0.1 -0.03
C 0.1844 2.3513 -0.4778 0.0 0.3 0.1 -0.14
C -0.2979 0.9454 -0.5871 -0.1 0.2 -0.2 -0.43
O -0.1620 0.1567 0.3329 0.1 -0.2 0.2 0.04
N -0.8940 0.6428 -1.7651 -0.1 0.1 -0.3 0.11
C -1.3663 -0.6727 -2.1778 0.2 -0.3 0.3 -0.30
C -0.2109 -1.6009 -2.5622 -0.2 -0.1 -0.1 -0.11
C -0.7708 -2.9484 -3.0406 0.2 0.1 -0.1 -0.17
N -1.6495 -3.5930 -2.0905 0.0 -0.1 0.2 -0.17
C -1.0087 -4.4907 -1.1485 0.1 -0.1 -0.3 -0.10
C 0.2360 -3.9425 -0.4380 -0.5 -0.3 0.0 -0.50
O 1.3567 -4.1052 -0.8825 0.3 0.0 -0.2 0.05
N -0.0126 -3.2788 0.7048 0.0 0.2 0.4 0.09
C 1.0225 -2.5805 1.4511 0.1 0.1 -0.1 -0.13
C 0.7538 -2.7000 2.9231 0.0 0.1 0.0 -0.22
C 1.1338 -3.8346 3.6283 0.0 0.0 0.0 -0.04
C 0.8424 -3.9502 4.9760 0.0 -0.1 0.0 -0.09
C 0.1649 -2.9343 5.6294 0.0 0.0 0.1 -0.10
C -0.2213 -1.8026 4.9311 -0.1 0.0 0.1 -0.09
C 0.0698 -1.6869 3.5832 0.1 0.0 -0.1 -0.04
C -2.6904 -2.7126 -1.6153 -0.1 0.2 0.0 -0.18
C -2.2124 -1.3471 -1.0999 -0.1 -0.2 -0.2 -0.13
C 1.2565 2.6083 0.3768 -0.1 0.0 -0.1 -0.01
C 1.7468 3.8835 0.5289 0.0 0.2 -0.1 0.01
H 1.4518 6.5139 -2.6331 0.0 0.0 -0.1 0.07
H 1.4851 8.2804 -2.5319 0.0 0.1 -0.1 0.08
H 2.8961 7.3329 -2.0401 0.1 0.0 0.0 0.08
H 1.6719 8.1520 -0.0504 -0.1 -0.1 -0.1 0.12
H 0.1809 7.3699 -0.6116 0.1 0.0 0.1 0.12
H -0.4115 5.5087 -1.5222 0.0 0.1 0.0 0.11
H -1.2661 3.2665 -1.7769 -0.1 0.0 0.0 0.11
H -0.8077 1.3233 -2.5023 0.1 0.0 0.1 0.13
H -1.9944 -0.5064 -3.0639 0.0 0.0 0.1 0.15
H 0.4370 -1.7464 -1.6982 0.1 0.1 0.0 0.11
H 0.3842 -1.1523 -3.3604 0.0 0.0 0.0 0.12
H -1.3477 -2.7829 -3.9598 0.1 0.0 -0.1 0.12
H 0.0522 -3.6274 -3.2653 0.0 0.0 -0.1 0.12
H -0.6788 -5.3685 -1.7171 0.1 0.1 0.2 0.13
H -1.7516 -4.8118 -0.4153 0.0 0.0 0.0 0.12
H -0.9608 -3.1343 1.0134 0.0 -0.1 -0.1 0.14
H 1.9725 -3.0415 1.1701 -0.1 0.1 0.1 0.13
H 1.0274 -1.5255 1.1564 0.1 -0.2 0.0 0.10
H 1.6617 -4.6263 3.1164 0.1 -0.1 -0.1 0.12
H 1.1451 -4.8339 5.5190 0.0 -0.1 0.0 0.10
H -0.0607 -3.0246 6.6821 0.0 0.0 0.1 0.10
H -0.7498 -1.0085 5.4385 0.0 0.1 0.0 0.10
H -0.2263 -0.8061 3.0316 0.0 0.1 -0.1 0.11
H -3.3660 -2.5405 -2.4645 -0.1 0.0 0.1 0.12
H -3.2614 -3.2266 -0.8388 0.0 0.0 -0.1 0.12
H -3.0760 -0.7245 -0.8576 0.0 0.0 0.0 0.12
H -1.6090 -1.4565 -0.2018 -0.1 0.0 -0.1 0.08
H 1.6968 1.7826 0.9148 0.0 -0.1 0.1 0.12
H 2.5796 4.0883 1.1825 0.1 0.0 0.1 0.12
```
Forces are in eV/Å.

Calculated values
**Structure (SMILES)**: CCOc1ccc(C(=O)NC2CCN(CC(=O)NCc3ccccc3)CC2)cc1
**Energy relative to the best compared isomer or geometry (same formula, charge and spin)**: 49.93 kcal per mole
**HOMO level**: -8.069 eV